23
Properties=species:S:1:pos:R:3:forces:R:3 method="wB97M-V/def2-TZVPD" orbital_gap_ev=9.8 de_lowest_kcal_mol=61.27 e_lumo_ev=1.0 smiles=CCN(CC)CCO
C 1.587 1.300 -2.218 0.020 -0.566 -1.679
C 0.195 0.902 -1.727 1.061 -2.765 0.153
N 0.259 0.251 -0.387 -0.565 2.248 1.335
C 0.526 1.333 0.681 -0.471 -1.502 -0.704
C 0.311 0.932 2.159 -0.123 0.613 -0.592
C -0.976 -0.452 -0.122 -2.510 -0.637 -2.431
C -0.756 -1.968 0.103 -0.255 0.678 0.387
O -1.209 -2.340 1.400 0.107 -0.249 0.479
H 2.334 1.516 -1.465 -0.084 0.115 0.277
H 1.952 0.418 -2.823 -0.006 1.003 0.733
H 1.540 2.141 -2.932 0.035 -0.236 0.391
H -0.588 1.635 -1.786 -0.319 0.719 0.001
H -0.069 0.020 -2.371 -0.279 1.143 0.286
H -0.096 2.218 0.550 -0.020 0.165 -0.733
H 1.562 1.546 0.502 0.389 0.643 0.156
H 1.295 0.979 2.631 -0.335 -0.595 0.384
H -0.251 -0.006 2.263 0.584 0.159 0.201
H -0.314 1.725 2.612 0.299 -0.466 0.026
H -1.639 -0.103 0.669 0.624 0.281 0.564
H -1.778 -0.290 -1.013 1.983 -0.501 1.431
H 0.320 -2.167 -0.012 -0.400 -0.147 -0.238
H -1.387 -2.554 -0.554 0.256 -0.131 -0.456
H -0.458 -2.412 1.994 0.010 0.028 0.025

34
Properties=species:S:1:pos:R:3:forces:R:3 method="wB97M-V/def2-TZVPD" orbital_gap_ev=8.6 de_lowest_kcal_mol=91.53 total_charge=-1 e_lumo_ev=3.2
C 0.881 2.213 0.764 -0.166 -1.323 4.913
C 0.702 2.457 -0.670 3.072 -0.331 -1.961
C -0.436 1.783 -1.399 -0.631 -2.990 1.948
C -1.589 1.217 -0.426 0.447 2.322 2.216
O -1.997 -0.037 -0.702 -0.467 -2.057 0.370
N 1.991 2.006 -1.392 -1.371 3.352 -0.135
H 1.344 3.027 1.402 -1.118 0.016 -1.067
H 1.643 1.468 1.118 -0.909 -0.214 -1.169
H -0.131 1.808 1.306 2.985 1.654 -1.064
H 0.714 3.547 -0.794 -0.495 -0.178 -0.264
H -0.041 0.788 -1.870 -0.761 2.279 0.451
H -0.713 2.560 -2.056 -1.080 0.006 -1.489
H -2.504 1.999 -0.291 1.867 -1.520 -0.323
H -1.130 0.999 0.620 -0.851 1.517 -1.617
H 2.132 1.863 -2.368 -1.098 0.359 -0.707
H 2.509 1.351 -0.960 1.670 -2.636 2.344
H -2.140 -2.494 0.322 -7.418 -3.921 -2.155
H -1.511 -0.865 0.070 -1.488 -0.463 -1.780
O -1.411 -2.091 0.488 7.706 4.360 2.086
H 0.430 -3.725 -0.926 1.122 1.097 -0.002
H 0.063 -2.530 -0.144 1.072 0.067 -0.704
O 0.893 -2.883 -0.652 -3.430 -1.447 -0.131
H 2.861 -2.163 -0.050 -0.096 0.806 -1.698
H 1.982 -3.001 0.764 -1.993 -0.947 -0.377
O 2.797 -2.570 0.779 3.322 0.294 2.873
H 0.348 -0.930 2.406 -0.500 0.307 0.178
H 1.727 -1.034 2.888 1.323 -0.877 0.423
O 1.143 -0.391 2.540 -0.722 0.653 -0.401
H -1.772 -0.429 2.662 -0.552 1.531 -0.427
H -1.613 -1.861 1.970 0.581 1.707 1.668
O -1.507 -1.295 2.888 0.115 -2.935 -0.875
H -2.204 0.044 -2.140 0.043 0.157 -1.639
H -1.474 -0.815 -2.976 0.195 -0.020 -0.892
O -1.985 -0.015 -3.173 -0.373 -0.624 1.405

89
Properties=species:S:1:pos:R:3:forces:R:3 method="wB97M-V/def2-TZVPD" orbital_gap_ev=8.6 de_lowest_kcal_mol=11.74 total_charge=-1 e_lumo_ev=1.8
P -0.680 -0.526 0.702 -1.788 1.782 1.172
F 0.797 -0.020 1.193 -0.392 -0.746 0.425
F -0.138 -0.604 -0.790 0.358 -1.743 -0.981
F -0.355 -2.046 1.039 0.012 -0.004 -0.031
F -2.260 -0.918 0.243 1.436 -0.335 0.014
F -1.336 -0.245 2.243 1.116 -0.590 -1.189
F -1.010 0.981 0.314 -0.791 1.652 0.552
O -2.015 7.385 4.203 -2.793 -2.146 -2.613
C -2.828 6.631 3.648 1.114 0.602 -0.538
O -3.360 6.728 2.293 2.034 1.633 2.227
C -4.462 5.834 2.030 1.795 0.886 -0.246
C -4.715 5.236 3.369 -1.589 -3.343 0.014
C -3.485 5.368 4.201 0.225 2.676 1.542
H -4.073 5.175 1.253 -0.454 -0.255 0.011
H -5.236 6.502 1.651 -0.264 -0.470 0.001
H -4.795 4.149 3.409 -0.439 -0.351 -1.151
H -5.737 5.469 3.669 0.487 0.925 1.045
H -2.800 4.521 4.243 -0.101 0.039 -0.476
H -3.717 5.628 5.234 0.018 -0.227 0.164
O -2.669 -4.581 -7.564 -3.821 -0.227 4.129
C -3.515 -4.695 -6.603 3.829 0.586 -4.000
O -4.706 -5.237 -6.779 -0.840 -0.382 -2.993
C -5.344 -5.798 -5.653 1.436 0.732 0.266
C -4.574 -5.046 -4.564 -1.696 0.123 1.520
C -3.333 -4.392 -5.161 0.012 -1.107 0.994
H -5.183 -6.874 -5.717 -0.175 -0.039 0.277
H -6.400 -5.529 -5.659 0.099 -0.250 -0.147
H -4.475 -5.658 -3.667 0.447 0.182 0.011
H -5.268 -4.244 -4.310 0.139 0.110 0.436
H -2.436 -4.920 -4.836 0.216 0.358 0.021
H -3.307 -3.347 -4.855 0.369 -0.073 -0.501
O 4.947 5.834 -4.477 -2.406 -0.039 1.303
C 3.924 5.566 -3.843 2.098 -0.585 -1.846
O 3.980 4.774 -2.760 -0.464 1.047 -0.015
C 2.650 4.652 -2.192 0.601 -1.967 0.652
C 1.714 5.575 -2.906 -0.148 1.107 0.050
C 2.449 5.758 -4.233 0.701 0.797 0.374
H 2.811 4.783 -1.122 -0.489 0.140 -0.067
H 2.381 3.613 -2.383 -0.159 -0.109 0.263
H 1.634 6.492 -2.323 0.370 0.437 -0.315
H 0.666 5.283 -2.964 0.265 -0.690 -0.205
H 2.315 6.729 -4.710 -0.106 -0.220 -0.093
H 2.275 4.946 -4.939 -0.278 0.055 -0.085
O 4.691 -6.440 5.814 -1.572 -0.051 -0.124
C 3.613 -6.802 5.426 -1.312 -1.026 -0.348
O 2.369 -6.287 5.793 3.080 1.086 2.718
C 1.262 -6.754 5.124 -0.822 0.566 -1.402
C 1.710 -8.022 4.445 0.615 -1.208 -0.133
C 3.268 -7.895 4.391 -0.890 0.735 -0.268
H 1.030 -5.884 4.510 -0.386 -0.475 -1.016
H 0.354 -6.865 5.716 0.453 -0.233 0.732
H 1.180 -8.267 3.525 0.411 0.544 -0.380
H 1.470 -8.907 5.033 -0.002 0.154 0.563
H 3.540 -7.411 3.453 0.333 -0.381 -0.263
H 3.792 -8.838 4.548 0.097 0.306 -0.087
O 4.889 4.196 8.939 0.290 -0.061 -1.211
C 4.500 3.917 7.835 -1.254 -1.246 -0.599
O 4.898 2.828 7.106 1.552 -0.706 1.662
C 3.994 2.430 6.084 1.434 0.342 -0.769
C 2.817 3.282 6.258 -1.955 1.459 0.149
C 3.325 4.487 7.024 1.485 0.581 1.734
H 3.791 1.360 6.096 0.249 0.104 0.256
H 4.469 2.714 5.144 0.169 -0.445 -0.197
H 2.049 2.780 6.847 -0.218 0.069 -0.252
H 2.460 3.611 5.282 -0.544 -0.312 0.179
H 2.773 4.947 7.843 -0.872 0.075 -0.698
H 3.789 5.263 6.415 -0.350 0.127 -0.272
C 6.459 -2.197 -2.345 0.360 0.863 1.086
O 7.833 -1.747 -2.287 -0.590 -1.008 -0.302
H 5.912 -1.377 -1.880 -0.443 -0.027 -0.600
H 6.131 -2.463 -3.350 -0.040 0.217 0.019
H 6.307 -3.030 -1.657 0.031 -0.289 -0.158
H 8.296 -2.587 -2.290 0.676 0.244 -0.040
C 1.385 -7.387 -2.137 -1.691 -2.933 0.874
O 2.025 -6.410 -1.436 1.048 1.858 -0.007
H 1.543 -7.666 -3.179 0.474 1.307 -0.447
H 1.636 -8.326 -1.643 0.061 -0.431 0.127
H 0.318 -7.293 -1.932 -0.327 -0.154 -0.598
H 1.347 -5.764 -1.223 0.438 0.383 0.069
N -4.647 2.651 -4.417 0.721 1.612 -1.572
C -5.820 3.345 -4.550 -1.885 -0.986 -0.505
C -5.830 4.006 -5.744 -1.215 0.960 0.739
C -4.554 3.979 -6.228 1.707 -0.210 -2.201
C -3.830 3.107 -5.501 0.286 -1.661 2.306
H -4.410 1.927 -3.754 -0.039 0.443 -0.015
H -6.753 3.257 -4.014 0.486 -0.630 0.710
H -6.655 4.431 -6.296 -0.151 0.312 0.620
H -4.231 4.462 -7.139 0.176 -0.085 0.050
H -2.830 2.706 -5.579 -0.060 0.237 -0.099

13
Properties=species:S:1:pos:R:3:forces:R:3 method="wB97M-V/def2-TZVPD" orbital_gap_ev=8.4 de_lowest_kcal_mol=103.51 e_lumo_ev=-0.4
C -1.805 -0.697 -0.092 -2.247 0.028 0.665
C -1.015 0.507 0.316 1.045 2.196 -0.642
C -0.346 -0.770 -0.124 1.615 -0.080 -1.092
C 2.607 0.653 1.139 0.445 -1.631 -0.089
Se 3.739 -0.054 -0.129 -0.911 0.912 0.797
H -2.337 -1.120 0.722 -0.159 -0.865 0.754
H -2.522 -0.697 -0.957 1.438 0.316 0.497
H -1.025 1.265 -0.462 0.072 0.131 0.126
H -0.788 1.024 1.327 -0.853 -1.700 -1.494
H 0.174 -0.909 -1.102 -0.581 0.665 0.740
H 0.251 -1.211 0.648 -0.294 -0.677 0.445
H 2.428 1.690 0.963 0.184 1.172 -0.630
H 3.612 -1.368 0.480 0.245 -0.465 -0.076

172
Properties=species:S:1:pos:R:3:forces:R:3 method="wB97M-V/def2-TZVPD" orbital_gap_ev=8.7 de_lowest_kcal_mol=29.27 total_charge=+2 e_lumo_ev=-3.2
C 19.117 10.742 12.032 -0.526 -1.067 -0.604
C 18.790 9.918 13.234 -0.259 -1.588 1.926
C 19.992 9.776 14.206 -0.657 2.172 1.218
N 19.784 8.937 15.463 -0.303 -2.227 -2.106
C 18.616 9.361 16.249 -0.946 2.720 0.562
C 18.397 8.626 17.555 -0.440 -0.097 0.689
C 19.603 8.694 18.480 0.355 -0.271 -0.930
C 20.742 8.222 17.606 2.335 -1.192 0.613
C 21.013 8.919 16.318 -1.791 2.308 0.057
C 19.441 7.554 14.959 -0.365 -0.302 -0.361
H 20.084 10.474 11.638 0.399 -0.098 -0.287
H 19.135 11.745 12.311 0.131 1.978 0.213
H 18.369 10.617 11.231 0.252 0.056 0.377
H 18.512 8.905 12.948 -0.111 -0.087 -0.265
H 17.917 10.248 13.835 0.427 0.223 -0.660
H 20.264 10.749 14.652 -0.341 0.072 -0.270
H 20.891 9.499 13.700 0.559 -0.965 -0.273
H 18.820 10.468 16.452 -0.329 -1.300 -0.006
H 17.688 9.283 15.657 0.613 -0.104 -0.033
H 17.498 9.027 18.006 -0.014 0.613 0.127
H 18.047 7.595 17.474 0.503 -0.242 -0.627
H 19.827 9.670 18.876 -0.279 0.529 0.239
H 19.533 7.957 19.271 -0.189 0.192 0.377
H 21.747 8.198 18.101 -0.919 0.009 0.024
H 20.507 7.204 17.385 0.179 -0.998 -0.044
H 21.103 9.980 16.590 0.579 0.057 -0.365
H 21.797 8.601 15.666 0.777 -0.485 0.121
H 18.373 7.608 14.724 0.128 -0.344 -0.151
H 19.586 6.815 15.740 0.073 0.044 -0.095
H 20.001 7.277 14.049 0.009 0.299 0.557
C 22.436 13.675 14.097 -0.116 -0.065 1.461
C 20.936 13.844 13.870 1.703 0.452 -0.097
C 20.470 15.011 14.726 1.647 0.179 -1.755
N 19.123 15.434 14.310 -1.484 2.205 3.725
C 18.571 16.412 15.429 1.623 0.228 -1.890
C 17.263 16.972 14.960 -0.275 1.601 0.091
C 17.197 17.675 13.607 1.527 -0.742 -1.393
C 17.844 16.774 12.527 -0.284 -1.038 0.622
C 19.185 16.224 13.025 0.350 0.500 0.492
C 18.204 14.290 14.325 0.704 -0.845 0.148
H 22.633 13.552 15.159 -0.232 -0.613 0.414
H 22.899 14.623 14.003 0.694 1.014 -0.954
H 23.024 12.913 13.602 -0.428 -0.101 -0.484
H 20.387 13.011 14.164 -0.624 -1.787 0.527
H 20.776 13.977 12.808 -0.233 0.283 -0.260
H 21.139 15.836 14.462 -0.159 0.234 0.221
H 20.668 14.808 15.776 -1.000 -0.106 0.141
H 19.384 17.167 15.494 -0.650 -0.095 -0.034
H 18.543 15.916 16.392 -0.201 -0.517 -0.056
H 17.054 17.765 15.649 -0.389 0.349 0.857
H 16.451 16.305 15.027 -0.830 -1.202 0.263
H 17.826 18.554 13.667 -0.152 0.627 0.030
H 16.187 17.930 13.261 0.184 0.039 0.614
H 18.094 17.207 11.577 0.041 0.978 -0.356
H 17.105 16.009 12.224 0.471 -0.284 0.435
H 19.928 17.071 13.213 -1.018 -1.035 -0.113
H 19.659 15.532 12.357 0.045 -0.083 -0.815
H 18.709 13.682 13.632 -0.365 -1.459 -1.129
H 17.230 14.522 13.976 -0.825 0.413 -0.285
H 18.215 13.736 15.288 0.128 0.682 -0.254
C 15.413 9.224 10.107 -0.278 0.008 -0.302
N 14.769 8.077 9.368 0.380 1.079 -1.073
C 15.639 6.909 9.485 -0.438 -1.823 -1.050
C 13.527 7.780 10.061 -1.418 0.756 0.216
C 14.533 8.388 7.896 0.095 0.107 0.553
C 13.501 7.416 7.270 -0.498 0.742 0.572
O 12.193 8.012 7.397 0.780 0.323 0.213
H 14.746 10.087 10.215 -0.003 -0.220 -0.457
H 16.331 9.523 9.576 -0.256 -0.280 0.483
H 15.510 8.764 11.084 0.932 0.375 0.485
H 15.016 6.105 9.012 1.090 0.322 0.230
H 15.783 6.599 10.519 0.195 0.501 0.130
H 16.571 7.074 8.927 -0.290 -0.135 0.352
H 13.888 7.455 11.015 -0.486 -0.321 0.868
H 12.893 7.044 9.549 0.538 0.155 0.329
H 12.969 8.731 10.127 0.144 -0.657 0.215
H 15.556 8.335 7.449 -1.027 0.132 0.024
H 14.136 9.430 7.887 0.311 -0.801 -0.295
H 13.425 6.463 7.805 0.599 0.038 -0.346
H 13.784 7.244 6.247 -0.046 -0.105 -0.490
H 11.631 7.785 6.659 -0.061 -0.227 -0.343
C 15.323 13.577 17.563 -2.812 -0.326 -0.423
N 15.358 12.274 18.258 0.637 -1.948 0.476
C 13.954 11.711 18.386 0.662 1.225 0.641
C 16.121 11.306 17.382 -0.114 2.094 -1.742
C 16.110 12.410 19.542 -0.674 -0.403 1.238
C 16.443 11.065 20.222 0.720 0.141 -1.082
O 17.382 11.292 21.230 -1.054 2.102 1.391
H 14.693 14.256 18.167 0.864 0.003 -0.146
H 14.729 13.388 16.658 0.091 0.287 -0.037
H 16.291 13.886 17.284 1.204 0.502 0.290
H 13.812 10.909 19.096 0.743 -0.460 -0.097
H 13.648 11.460 17.393 -0.402 -0.164 -0.461
H 13.389 12.521 18.796 -0.726 0.565 -0.070
H 15.687 11.534 16.382 0.635 -0.397 0.330
H 15.911 10.281 17.560 -0.123 -0.695 0.677
H 17.183 11.610 17.402 -0.363 -0.332 -0.051
H 15.483 12.926 20.280 -0.294 0.203 -0.357
H 16.978 13.050 19.391 0.241 -0.353 -0.418
H 16.972 10.370 19.574 -0.376 -0.067 -0.357
H 15.530 10.616 20.590 -0.272 -0.349 0.196
H 17.011 12.109 21.682 1.202 -1.445 -0.134
C 13.523 15.626 9.146 2.903 1.865 -0.631
N 13.253 16.873 9.966 -2.109 -1.444 0.901
C 12.131 17.668 9.357 0.918 -0.539 0.600
C 12.704 16.339 11.269 -0.068 -0.137 1.772
C 14.466 17.658 10.318 1.024 -0.102 -1.506
C 15.367 17.772 9.013 -1.284 1.071 2.719
O 14.575 18.110 7.932 -0.378 1.771 -1.793
H 13.774 16.012 8.130 -0.512 -0.750 0.608
H 12.713 14.948 9.179 -0.946 -0.412 0.074
H 14.441 15.182 9.597 -0.828 -0.158 -0.270
H 12.036 18.472 10.034 -0.378 1.338 0.349
H 11.235 17.085 9.440 -0.310 -0.414 -0.285
H 12.373 17.958 8.365 0.093 0.321 -0.652
H 13.287 15.411 11.392 -0.508 0.453 0.691
H 11.591 16.163 11.309 1.326 0.116 -0.558
H 12.926 17.042 12.137 -0.245 -0.820 -1.364
H 15.061 17.169 11.122 -0.611 -0.227 -0.693
H 14.119 18.615 10.725 0.074 -0.051 -0.421
H 15.714 16.803 8.792 1.456 -0.981 0.295
H 16.062 18.538 9.365 0.656 -0.275 -0.816
H 14.993 18.736 7.295 -0.271 -0.769 0.935
C 9.220 12.509 13.615 1.119 -0.987 2.153
N 10.346 11.616 13.119 -1.368 -0.547 0.142
C 11.390 11.376 14.214 -0.728 0.101 -0.906
C 9.780 10.321 12.660 -1.180 -0.029 0.918
C 10.876 12.321 11.953 1.121 1.298 -0.077
C 12.114 11.719 11.329 0.384 0.610 0.120
O 11.987 10.559 10.567 -0.944 -0.556 -2.463
H 8.402 12.655 12.969 -0.522 -0.076 -1.566
H 9.663 13.471 13.887 -0.019 -0.205 0.165
H 8.793 11.952 14.458 0.206 0.535 0.171
H 11.952 12.294 14.416 0.032 0.138 -0.227
H 12.011 10.605 13.753 0.044 -0.035 0.761
H 10.865 11.087 15.133 0.092 -0.342 -0.439
H 9.247 9.841 13.485 -0.248 0.303 -0.128
H 10.473 9.595 12.327 1.347 -0.188 -0.278
H 9.148 10.543 11.818 -0.564 -0.043 -0.110
H 11.210 13.254 12.447 0.067 0.241 -0.754
H 10.047 12.545 11.237 0.659 -0.386 0.532
H 12.880 11.464 12.042 0.043 0.179 0.756
H 12.587 12.504 10.768 0.211 0.502 -0.477
H 11.787 10.783 9.613 0.227 -0.327 1.656
C 13.391 16.158 14.719 0.526 -0.887 0.951
C 12.656 14.849 14.402 -0.914 0.624 -1.563
O 13.004 13.740 14.860 0.604 0.239 0.947
O 11.787 14.988 13.490 -0.346 -0.260 0.401
H 14.193 15.919 15.420 -0.104 0.391 0.312
H 12.829 17.056 14.993 -0.245 -0.584 0.160
H 13.876 16.370 13.796 0.618 0.270 -0.858
C 13.869 8.345 13.987 0.312 -0.346 0.920
C 15.412 8.025 13.827 -1.383 -0.118 -1.582
O 16.119 8.304 14.787 0.933 0.474 1.286
O 15.780 7.472 12.749 -0.368 0.365 0.141
H 13.567 7.632 14.821 -0.124 0.778 -1.248
H 13.311 8.209 13.045 0.125 -0.269 0.525
H 13.647 9.372 14.367 0.587 -0.689 -0.205
C 20.813 13.424 18.426 -0.597 0.091 -0.706
C 19.387 13.237 17.900 0.611 -0.152 -0.310
O 18.460 13.874 18.422 -0.455 0.531 0.189
O 19.267 12.472 16.904 -0.123 -0.344 -0.548
H 21.270 14.178 17.745 0.021 -0.376 0.746
H 21.335 12.475 18.307 0.210 0.167 0.142
H 20.758 13.757 19.455 0.389 0.188 0.062
C 15.506 12.476 12.892 1.512 1.191 -2.083
C 15.375 13.491 11.658 -0.789 0.628 0.929
O 15.149 12.995 10.546 0.106 -0.627 -0.540
O 15.358 14.753 11.885 0.572 -0.899 0.440
H 16.598 12.375 13.130 -0.967 -0.049 -0.005
H 15.126 11.536 12.512 -0.020 -0.303 0.342
H 14.950 12.904 13.691 -0.426 0.061 0.887

11
Properties=species:S:1:pos:R:3:forces:R:3 method="wB97M-V/def2-TZVPD" orbital_gap_ev="6.0 / 8.6" de_lowest_kcal_mol=0.00 total_charge=+1 e_lumo_ev="-4.6 / -4.5" multiplicity=2
O -0.376 -3.750 0.229 0.139 0.085 -0.084
C -0.960 -4.424 0.924 -0.028 -0.011 -0.002
C -0.382 -0.384 -0.736 -0.543 0.508 -1.158
C 0.209 0.754 -1.101 0.823 0.576 1.607
H 0.878 1.062 -1.896 -0.374 0.235 0.267
Li 0.585 -2.248 -0.943 -0.568 0.073 -0.051
O 0.311 1.639 0.161 -0.061 0.175 -0.933
C -0.195 0.875 1.087 1.154 -1.484 -5.430
O 0.483 0.606 2.094 0.999 -0.349 -1.308
O -0.954 -0.051 0.536 -0.097 -1.111 2.210
Sn -0.107 1.097 3.815 -1.443 1.304 4.883